Entry 1:
Computed, not measured: a molecular structure, C29H67CsN5O4PSSi5Te, with the ωB97M-V functional and the def2-TZVPD basis.

Highest occupied orbital energy (eV): -1.47
E_LUMO (eV): 3.61
Net charge: -2
Energy relative to the best compared isomer or geometry (same formula, charge and spin) (kJ/mol): 25.6

Last column: Mulliken charge in e.
Positions of all 114 atoms, in Å:
1 H 4.590 -0.604 -0.504  -0.239
2 H -5.812 -1.012 -1.460  0.255
3 Si -3.546 0.039 -1.640  -0.463
4 H 4.273 -0.676 -3.415  0.363
5 N -0.506 2.780 0.444  0.508
6 H -2.964 3.042 2.955  0.367
7 H 2.614 0.758 1.691  -0.105
8 H -3.171 4.530 -0.607  0.335
9 C 1.050 0.149 -3.494  0.481
10 H -1.800 -1.741 -2.249  -0.231
11 Si 1.897 -1.370 -3.935  -0.117
12 H -0.108 3.068 -4.356  0.365
13 C -5.200 -1.067 2.098  -1.129
14 C 4.675 3.079 2.410  -0.870
15 Si 1.793 1.773 -3.433  -0.232
16 C 1.991 1.673 4.435  0.058
17 H -0.217 3.018 -2.598  -0.445
18 H -1.412 6.200 -1.123  0.370
19 H -1.281 -1.756 2.293  -0.561
20 H 3.786 1.520 -4.944  0.262
21 H 3.255 3.132 -1.874  0.434
22 C -5.414 -0.132 -1.976  -1.173
23 C 0.255 -2.983 4.839  -0.805
24 H 2.687 2.240 6.315  0.162
25 C 0.160 4.936 -0.380  -0.917
26 H 2.414 2.186 -5.828  0.300
27 C -4.792 2.778 0.527  -1.183
28 H -2.716 -1.188 -3.637  0.364
29 H 1.449 3.402 0.387  0.081
30 H 3.381 3.235 -4.766  0.309
31 H 2.421 1.841 -0.989  -0.328
32 C -2.275 -1.451 2.636  -0.068
33 H -0.417 -2.132 4.732  -0.041
34 H 1.382 -3.840 -3.787  0.344
35 H -5.626 -0.241 -3.045  0.340
36 H 1.213 -1.660 -6.331  0.272
37 C -2.987 1.529 -2.661  -0.454
38 H -2.656 -2.262 3.269  0.416
39 H -1.898 1.619 -2.662  -0.391
40 C -0.291 -4.846 1.453  0.744
41 H -0.750 -6.274 2.999  0.335
42 C 0.428 3.688 0.163  0.038
43 H -3.436 -2.323 -2.489  0.467
44 H -5.376 -1.935 2.743  0.310
45 H -3.572 1.408 3.251  0.264
46 H 6.068 -0.265 0.420  0.364
47 H 5.440 3.726 2.832  0.358
48 H 3.537 -1.599 -2.087  -0.410
49 C 3.754 2.652 3.486  1.022
50 H -2.619 -3.094 -0.143  0.108
51 Te 4.199 -3.810 1.844  -0.550
52 O 1.371 -2.773 0.285  0.182
53 H 0.974 5.618 -0.590  0.421
54 N 2.832 2.237 5.323  0.227
55 C -2.798 -1.439 -2.575  -0.453
56 O 1.107 -4.817 1.790  -0.215
57 C -3.133 0.196 0.114  1.780
58 H 4.128 3.600 1.624  0.188
59 H 4.111 -2.434 -3.525  0.466
60 H -3.742 -3.638 1.111  0.266
61 H -0.003 0.165 -3.798  -0.016
62 C -2.858 1.991 2.664  -0.924
63 H -3.396 2.481 -2.312  0.268
64 H -2.135 -0.570 3.266  0.206
65 C 0.477 3.131 -3.433  -0.327
66 Cs 0.066 -0.509 -0.325  0.508
67 S 0.543 0.891 4.687  -0.472
68 N 2.155 1.632 1.968  0.484
69 H -5.275 -0.169 2.720  0.279
70 H 4.903 1.036 0.055  0.156
71 H -5.588 2.180 0.981  0.218
72 H -0.087 -2.866 -3.626  0.143
73 H -6.007 -1.018 1.361  0.262
74 H -0.334 -6.998 1.439  0.347
75 C 2.924 2.089 -1.929  -0.199
76 N 2.605 1.952 3.244  0.316
77 H -4.357 -2.925 -0.385  0.299
78 C 2.174 -1.638 -5.808  -1.227
79 P 1.861 -3.402 1.544  -0.798
80 C -1.802 3.081 0.183  0.250
81 H 3.815 1.459 -1.990  0.174
82 H 2.753 -0.808 -6.223  0.292
83 C 0.973 -2.919 -3.359  -0.641
84 H -5.959 0.739 -1.601  0.295
85 H -3.304 1.392 -3.700  0.489
86 C 1.553 -2.734 4.108  -0.394
87 H 0.912 4.134 -3.371  0.267
88 O 1.274 -2.473 2.725  0.698
89 H -0.396 -4.720 0.374  0.242
90 H -1.916 -6.228 1.664  0.371
91 C -2.132 4.310 -0.390  -0.258
92 Si -3.151 1.851 0.803  -0.960
93 H 2.063 -1.852 4.498  0.244
94 N 3.928 2.837 4.759  -0.963
95 O 4.308 -0.238 1.530  -0.343
96 H 1.044 -3.005 -2.269  0.020
97 H 4.224 -1.205 1.643  -0.150
98 Si -3.509 -1.170 1.226  -0.498
99 C 5.007 -0.017 0.314  0.054
100 C 2.956 2.230 -4.879  -1.206
101 C 3.621 -1.520 -3.173  -0.511
102 H 1.142 1.534 2.027  -0.216
103 C -0.855 -6.167 1.918  -1.569
104 H 0.446 -3.142 5.904  0.438
105 C -1.153 5.248 -0.674  -0.624
106 H 5.142 2.203 1.958  0.061
107 H 2.232 -3.586 4.190  0.395
108 H -1.851 1.673 2.942  -0.113
109 H 2.702 -2.575 -6.021  0.279
110 H -0.244 -3.870 4.443  0.139
111 C -3.560 -2.860 0.362  -0.790
112 H -4.800 3.768 0.995  0.341
113 H -5.042 2.895 -0.531  0.322
114 H -0.805 -4.011 1.938  -0.204

***

Entry 2:
Computed, not measured: a molecular structure, C40H40BrFN6O5Y in a non-equilibrium geometry, with the ωB97M-V functional and the def2-TZVPD basis.

Highest occupied orbital energy (eV): -4.45
E_LUMO (eV): 2.33
Net charge: -1

Last column: Mulliken charge in e.
Positions of all 94 atoms, in Å:
1 C 1.578 -2.951 -1.790  -0.190
2 O -0.890 1.647 1.483  0.260
3 H 3.130 -2.098 1.659  0.196
4 H 2.046 4.769 -1.214  0.445
5 C -1.333 2.823 1.658  -0.309
6 C 4.659 0.334 -0.064  -1.296
7 H 3.150 1.694 -3.964  0.421
8 H -2.555 -1.368 2.622  0.127
9 C -0.727 -3.465 3.032  -0.440
10 H -1.962 0.254 3.026  -0.089
11 H -6.479 -1.668 -0.049  0.410
12 H 5.674 -0.094 -0.153  0.371
13 O -2.193 3.405 0.978  -0.857
14 H 4.227 -2.625 -3.875  0.399
15 H 1.186 2.700 2.623  0.440
16 Br -2.098 6.330 5.624  -0.231
17 H -2.576 4.619 3.242  0.547
18 C -0.407 -0.798 -3.736  -0.631
19 H 1.546 -0.630 2.604  0.012
20 N -3.133 -0.664 -1.569  0.053
21 H 0.774 3.147 0.106  0.100
22 C 2.660 3.313 -2.649  0.069
23 C 2.008 3.726 -1.510  -0.762
24 C -0.754 3.570 2.837  0.690
25 H 0.697 -0.869 4.152  0.389
26 C -0.376 -4.806 2.878  -0.959
27 H -1.408 -3.191 3.829  0.327
28 H 4.978 -1.189 -2.031  0.408
29 H 4.878 -1.812 1.510  0.327
30 C -0.483 -0.647 -5.104  -0.949
31 H 1.780 -4.445 0.294  0.414
32 H 0.605 -3.429 -1.720  0.647
33 O -2.127 -1.671 0.177  -0.710
34 C 3.230 -1.486 -0.824  -0.255
35 H -1.792 2.463 -5.057  0.514
36 H -2.067 2.543 -0.437  0.188
37 C 3.885 -1.333 1.491  -1.091
38 C 1.062 -4.160 1.052  -1.138
39 H -1.015 3.159 -2.419  0.529
40 C -0.215 -2.484 2.206  -0.203
41 H 3.844 -0.614 2.314  0.329
42 F 3.347 4.224 -3.391  -0.402
43 C 1.209 1.416 -1.115  2.685
44 H -3.474 -3.119 1.356  0.354
45 C 2.374 -3.148 -2.912  -0.881
46 C 1.113 4.098 4.259  -0.908
47 H -5.172 -3.500 1.008  0.465
48 C 0.576 3.390 3.193  -0.155
49 C -4.461 -2.695 1.200  -1.263
50 C -1.004 5.135 4.623  -0.087
51 O -1.858 1.830 -1.085  -0.474
52 H -0.010 -1.709 -3.308  0.232
53 C -3.186 -1.370 -0.465  0.291
54 C -1.376 1.523 -4.713  -0.961
55 C 0.613 -0.454 3.140  -1.100
56 C 1.919 1.085 -2.285  0.295
57 H 2.155 3.969 4.525  0.400
58 C -4.258 -0.268 -2.253  0.494
59 H -1.044 0.720 -6.670  0.404
60 C 3.595 -2.498 -3.003  -0.832
61 C -1.282 1.279 -3.348  0.958
62 H 1.921 0.058 -2.643  -0.026
63 Y -0.410 -0.034 -0.192  -0.589
64 N -0.779 0.149 -2.869  1.362
65 C 0.658 -2.814 1.139  0.120
66 H 2.033 -3.790 -3.717  0.383
67 H -0.800 -5.562 3.527  0.403
68 H 0.724 5.520 5.833  0.406
69 H -4.765 -2.166 2.107  0.303
70 C -1.550 4.461 3.546  -0.496
71 C -5.565 -1.359 -0.539  -0.185
72 C 2.632 1.996 -3.059  -0.735
73 H 0.864 -6.165 1.777  0.380
74 H 0.433 0.617 3.204  0.148
75 N 3.649 -0.653 0.230  0.913
76 H -0.167 -1.448 -5.759  0.460
77 C 0.544 -5.135 1.896  -0.896
78 C 0.321 4.972 4.992  -0.342
79 C -5.550 -0.599 -1.639  -1.073
80 N -0.496 -1.083 2.409  2.003
81 H -6.463 -0.244 -2.095  0.411
82 C -1.753 -0.812 3.098  -1.055
83 H 4.677 1.065 0.748  0.287
84 C 1.962 -2.109 -0.746  -0.396
85 N 1.097 -1.799 0.320  1.953
86 O -4.197 0.346 -3.317  -0.703
87 C 4.018 -1.684 -1.958  -0.067
88 C -0.971 0.554 -5.602  -0.712
89 C -1.741 2.340 -2.390  -1.578
90 C 1.296 2.775 -0.773  -1.183
91 H -2.705 2.711 -2.746  0.502
92 N -4.407 -1.802 0.050  0.192
93 H 4.411 0.863 -0.985  0.354
94 H -1.705 -1.081 4.162  0.439

***

Entry 3:
Computed, not measured: 6 unconnected molecules or ions with the total composition C29H56O10 in a non-equilibrium geometry, with the ωB97M-V functional and the def2-TZVPD basis.

SMILES: CCC[C@]1(OC[C@@H](C)O)COC(=O)O1.C1CCOC1.C1CCOC1.C1CCOC1.C1CCOC1.C1CCOC1
Highest occupied orbital energy (eV): -9.27
E_LUMO (eV): 0.32
Energy relative to the best compared isomer or geometry (same formula, charge and spin) (kJ/mol): 299.3

Last column: Mulliken charge in e.
Positions of all 95 atoms, in Å:
1 H 1.388 7.806 1.260  0.390
2 C 0.172 8.155 3.052  -0.199
3 C -1.473 -5.504 -0.595  -1.067
4 H 3.263 -1.331 -3.206  0.444
5 H -3.490 -3.793 -7.076  0.243
6 H 3.366 -0.764 4.118  0.251
7 H -3.248 -3.062 -4.375  -0.034
8 C -4.101 -1.843 1.741  -0.621
9 H 1.884 4.324 5.440  0.275
10 C -4.705 -2.490 -5.876  -0.609
11 C -3.890 -2.774 -7.120  -0.527
12 H -5.214 -3.701 -0.744  0.227
13 H 4.077 -3.019 -0.915  0.111
14 H -5.339 -3.322 -5.565  0.341
15 H 5.015 -0.284 1.604  0.242
16 C -5.602 -2.012 1.895  -0.499
17 H 2.619 3.489 1.801  0.255
18 O 2.994 4.101 3.725  -0.449
19 C 1.923 -1.722 -1.389  -1.054
20 O -5.972 -3.153 1.106  -0.437
21 C -4.863 -3.515 0.273  -0.339
22 H -0.254 4.189 4.316  0.457
23 H -0.459 -6.075 -2.531  0.549
24 H -3.578 -2.468 2.471  0.290
25 H 0.643 10.098 1.041  0.256
26 H 0.127 -3.623 -3.293  0.193
27 H 5.355 -3.646 2.621  0.296
28 H -3.973 -1.465 -4.093  0.228
29 C 4.176 -0.759 2.125  -0.224
30 C 1.277 9.891 1.910  -0.471
31 C -2.761 -1.769 -6.995  -0.485
32 H -0.896 9.680 4.192  0.283
33 O -0.254 1.484 0.184  -0.596
34 H -0.727 8.075 2.432  0.248
35 H 2.197 -2.822 -3.412  0.194
36 H 1.974 5.772 4.414  0.222
37 H -4.122 -1.614 -0.394  0.123
38 H -1.838 -2.114 -7.465  0.269
39 H -1.189 -0.682 -3.059  0.230
40 H 6.226 -1.708 3.710  0.282
41 C 5.172 -1.909 3.928  -0.675
42 H -2.556 -5.876 -0.667  0.261
43 C 0.118 9.424 3.879  -0.507
44 C 2.789 -2.206 -2.654  -0.245
45 H 2.285 -0.663 -1.140  0.256
46 H -6.143 -1.144 1.504  0.262
47 H 4.007 -4.160 -2.329  0.259
48 H -3.037 -0.804 -7.434  0.279
49 H 3.745 -3.429 3.340  0.302
50 C -0.978 -5.161 -2.085  -0.109
51 C 2.507 3.101 2.819  0.077
52 H 0.469 2.510 2.302  0.207
53 H -3.772 -0.812 1.876  0.364
54 C -0.092 -0.525 -2.771  -0.391
55 O -0.490 -2.729 -1.470  -0.134
56 H 2.295 8.182 2.733  0.234
57 C -0.096 0.636 -0.704  0.622
58 H 3.108 2.193 2.915  -0.177
59 O 4.180 -2.153 1.791  -0.308
60 H 0.573 -0.431 -3.685  0.287
61 H -2.842 -2.705 0.161  -0.243
62 C 1.054 2.863 3.158  -0.341
63 O -0.070 -0.763 -0.487  -0.525
64 H -5.901 -2.171 2.933  0.300
65 C -3.867 -2.380 0.345  0.329
66 H -4.434 -4.443 0.670  0.241
67 H 0.247 7.253 3.661  0.059
68 H -0.888 -6.397 -0.178  0.345
69 C -3.627 -2.158 -4.863  0.063
70 C 1.380 8.401 2.174  -0.466
71 C 4.343 -0.679 3.632  -0.503
72 H -1.492 -4.619 0.109  0.174
73 H 2.252 10.357 1.748  0.281
74 O -2.146 -4.849 -2.915  -0.442
75 H 5.097 -2.253 4.960  0.338
76 H 3.248 -0.300 1.777  0.140
77 H -5.344 -1.616 -6.042  0.279
78 O -2.541 -1.566 -5.593  -0.377
79 H 0.749 9.343 4.771  0.273
80 C 0.349 -1.595 -1.643  0.791
81 H 0.972 2.118 3.956  0.263
82 H -4.453 -2.669 -8.048  0.348
83 C 0.629 4.220 3.676  -0.542
84 C 1.873 4.684 4.405  -0.416
85 C 4.616 -2.905 2.932  -0.538
86 H -2.135 -5.537 -3.609  0.248
87 O 0.074 0.775 -2.103  -0.364
88 H 1.020 -4.242 -1.813  0.118
89 C 4.058 -3.058 -2.062  -0.803
90 H 0.418 4.889 2.834  0.208
91 H 2.061 -2.351 -0.457  0.474
92 H 5.037 -2.564 -2.388  0.297
93 H 4.808 0.254 3.956  0.401
94 O 0.650 10.474 3.060  -0.390
95 C -0.007 -3.886 -2.185  -0.170

***

Entry 4:
Computed, not measured: a molecular structure, C27H22BN10O2V in a non-equilibrium geometry, with the ωB97M-V functional and the def2-TZVPD basis.

Multiplicity: 3
Highest occupied orbital energy (alpha / beta) (eV): -7.14 / -7.40
E_LUMO (alpha / beta) (eV): -0.18 / -0.40
Energy relative to the best compared isomer or geometry (same formula, charge and spin) (kJ/mol): 0.0

Last column: Mulliken charge in e.
Positions of all 63 atoms, in Å:
1 H -1.907 5.345 1.931  0.435
2 H 2.562 0.030 -4.643  0.467
3 H 4.525 0.776 2.287  0.439
4 C -1.515 4.388 1.617  -0.470
5 N -0.666 1.768 -1.884  0.365
6 B 0.010 -0.027 -3.466  0.064
7 C 3.615 -0.106 -2.693  -1.312
8 H 1.361 2.803 0.844  0.352
9 H -4.594 -0.884 -0.579  0.493
10 H -3.429 3.414 1.312  0.535
11 C -2.714 1.006 0.566  -0.118
12 C 2.784 -2.092 2.334  -0.799
13 C 3.724 0.069 2.139  -0.797
14 C 2.574 0.461 1.473  -0.189
15 H 2.514 1.468 1.093  0.339
16 C -3.634 -3.774 0.918  -0.677
17 H 2.782 -3.130 2.631  0.530
18 H -0.438 -3.569 -0.666  0.762
19 C -1.358 2.096 -3.950  -0.213
20 C -2.323 -3.464 1.239  -1.053
21 H -1.666 -4.331 -2.959  0.452
22 N 1.424 0.032 -2.865  -0.724
23 H -1.566 -2.111 -4.522  0.542
24 H -1.691 -4.183 1.738  0.426
25 C -1.820 -2.218 0.871  1.177
26 H 0.070 -0.160 -4.646  -0.162
27 C 2.561 -0.018 -3.573  -0.215
28 H -4.027 -4.744 1.187  0.402
29 H 3.512 -0.152 -0.495  0.342
30 C -1.730 3.209 -3.230  -1.308
31 C -1.238 -2.248 -3.510  -0.182
32 C 0.451 -2.446 1.536  0.487
33 O -3.921 1.095 0.755  -0.743
34 H 0.557 4.964 1.644  0.436
35 C 3.854 -1.252 2.556  -0.495
36 C -2.664 -1.286 0.239  -0.378
37 C -0.151 4.172 1.460  -1.009
38 H -1.334 3.602 -1.094  0.339
39 H 4.657 -0.184 -2.920  0.442
40 C 0.306 2.931 1.038  0.081
41 C -4.443 -2.869 0.251  -0.802
42 H -5.452 -3.143 -0.010  0.404
43 N -2.029 -0.058 0.113  1.089
44 C -1.798 2.122 0.917  0.648
45 H 4.759 -1.603 3.026  0.446
46 V -0.158 -0.131 -0.117  -0.335
47 C -0.666 -2.960 -1.521  -0.224
48 N 1.543 -0.343 1.227  0.610
49 H -2.240 4.082 -3.581  0.427
50 N -0.334 -1.675 -1.598  0.497
51 N -0.722 1.257 -3.116  -0.039
52 C -2.353 3.338 1.298  -0.750
53 C -1.265 2.951 -1.941  0.053
54 N -0.663 -1.251 -2.823  -0.042
55 O 0.433 -3.624 1.892  -0.771
56 C 1.652 -1.595 1.693  0.255
57 C 3.011 -0.094 -1.440  -0.040
58 N -0.542 -1.715 1.012  0.247
59 N 1.691 0.000 -1.555  0.798
60 C -3.970 -1.610 -0.084  -0.594
61 C -1.267 -3.369 -2.710  -1.539
62 N -0.486 1.884 0.819  0.123
63 H -1.508 1.850 -4.982  0.477